# 1
A structure of composition C21H34Cl2FN2OPS in a non-equilibrium geometry. Source: the OMol25 dataset; level of theory: ωB97M-V with the def2-TZVPD basis set.

Positions of all 63 atoms, in Å:
Cl1 -3.91807 0.35146 -6.88131
Cl2 -4.41675 2.56495 -5.04260
S1 -2.17588 -2.14326 -4.37728
P1 -3.33963 -3.48045 2.03554
F1 -3.57967 -4.49437 -0.70646
O1 -4.77481 -3.07553 2.35992
N1 -2.82216 -3.26638 -3.30952
N2 -1.68455 -0.93337 -3.32328
C1 -2.01986 -1.31054 -2.02786
C2 -2.91558 2.19801 1.60082
C3 -3.33652 -0.41111 2.92845
C4 -3.28017 1.30307 -5.53279
C5 2.88994 0.74399 -1.72692
C6 4.29639 1.84957 1.49494
C7 -2.04757 -0.30835 1.94231
C8 1.32548 0.64756 -1.92250
C9 0.48279 0.66751 -0.58582
C10 4.69113 1.69648 -0.06368
C11 -2.66059 -2.68006 -2.06164
C12 -3.02161 -3.21076 -0.71212
C13 3.39669 2.04159 -0.96171
C14 -2.82242 -2.47281 0.54754
C15 4.79731 0.53398 2.27676
C16 -1.08422 0.85069 -0.94984
C17 3.86298 -1.81744 1.45774
C18 3.64547 -0.55808 2.40034
C19 -1.69071 1.21996 1.99464
C20 -2.21635 -1.03981 0.58944
C21 -1.80434 -0.51461 -0.74088
H1 -3.36972 0.46845 3.64345
H2 -3.38738 -4.88601 1.76188
H3 2.61754 2.56638 -0.34765
H4 0.66920 -0.20239 0.09969
H5 5.02467 0.87408 3.33558
H6 -3.48739 2.55413 2.49587
H7 3.19645 2.03611 1.64409
H8 -2.50315 3.03977 0.96643
H9 2.60915 -0.11068 2.26977
H10 3.35585 -0.15806 -1.24317
H11 -0.72683 1.52505 1.49323
H12 3.76221 2.79247 -1.72855
H13 -1.07223 1.09578 -2.06017
H14 3.33689 0.79920 -2.77211
H15 0.76017 1.63342 -0.05057
H16 -2.34765 1.76923 -5.84124
H17 5.71543 0.11723 1.76158
H18 -3.10096 0.64325 -4.68818
H19 3.68724 -0.95681 3.46466
H20 1.09946 -0.32919 -2.46104
H21 4.84673 -2.34673 1.65951
H22 -1.54868 1.74337 -0.46441
H23 -4.29597 -0.50408 2.35285
H24 2.99777 -2.54726 1.50395
H25 4.87172 2.72818 1.90425
H26 -1.23175 -0.85350 2.52439
H27 3.91842 -1.46149 0.39033
H28 -3.60217 1.56525 0.95610
H29 5.55190 2.39957 -0.29688
H30 -2.52479 -3.24470 3.18547
H31 -3.16370 -1.30359 3.60728
H32 0.99954 1.48665 -2.61582
H33 5.07703 0.65596 -0.24690
H34 -1.51167 1.45914 3.09413

## Properties
Max |F| (eV/A): 4.16
HOMO-LUMO gap (Eh): 0.2735
E_HOMO (eV): -8.93
Charge: 0
LUMO level (eV): -1.488

Mulliken population analysis, charges in e, atoms 1 to 8: Cl -0.165; Cl -0.165; S 0.215; P 0.292; F -0.326; O -0.644; N -0.680; N -0.666

# 2
A cluster of 9 separate species, C29H58O23 in total in a non-equilibrium geometry. Source: the OMol25 dataset; level of theory: ωB97M-V with the def2-TZVPD basis set.

Positions of all 110 atoms, in Å:
O1 4.30356 -2.11063 0.33417
O2 -4.43544 -4.13398 -2.96305
O3 6.22755 -3.31301 0.40161
O4 5.98516 -2.00935 -1.33575
O5 -1.15036 1.73425 5.99612
O6 2.80051 4.84260 3.38601
O7 0.45970 -2.08203 -4.10687
O8 4.88112 5.45954 3.76313
O9 0.24269 1.55237 1.23493
O10 -0.80803 -3.70672 -4.52282
O11 -3.16999 -3.57127 -1.17392
O12 4.34282 4.01769 1.98359
O13 -4.13014 -1.27587 -5.11649
O14 0.43087 -2.94094 0.67768
O15 -0.32327 4.55905 -0.17738
O16 -3.71716 0.17911 -3.44776
O17 1.32055 -4.24495 -3.64462
O18 1.27672 -3.49893 2.72623
O19 -2.48868 3.04684 4.66200
O20 -2.71490 3.08974 6.79044
O21 2.12536 -4.43419 1.02128
O22 -5.57800 -0.83473 -3.37319
O23 -3.73508 -5.55353 -1.25912
C1 0.32997 0.99493 -1.01913
C2 -1.95253 6.02676 0.58819
C3 0.24990 5.88500 -0.38473
C4 1.59689 0.45753 -0.31429
C5 6.17297 5.61441 3.33900
C6 2.11048 -4.93848 -0.29442
C7 5.38980 -2.41426 -0.16396
C8 -2.64575 2.71696 8.15269
C9 -2.54578 0.78162 -3.95473
C10 -1.80343 4.64751 -0.00766
C11 4.05601 4.70643 2.96970
C12 -3.17806 -2.19547 -1.49280
C13 -6.42250 -1.95200 -3.81607
C14 -4.45698 -0.69569 -4.07263
C15 -4.19675 -6.68187 -2.00079
C16 5.32348 -1.02990 -2.05875
C17 -0.93981 6.78915 -0.15332
C18 1.62485 1.39673 0.86630
C19 1.74582 4.11458 2.83485
C20 5.83110 -4.05842 1.56664
C21 1.21195 -3.55571 1.42373
C22 -2.03874 2.53059 5.82546
C23 -0.61315 1.16650 0.18276
C24 -1.16578 -4.97204 -5.02124
C25 0.16447 -2.98567 3.48289
C26 -3.78519 -4.43596 -1.91762
C27 0.40372 -3.42858 -4.08899
C28 1.65850 -1.33356 -3.64574
C29 -2.05434 2.38679 3.39346
H1 -0.02771 0.26261 -1.74293
H2 4.97863 -0.13131 -1.54716
H3 -0.10871 -1.97012 3.19630
H4 -2.91858 2.08294 2.80280
H5 -7.48907 -1.72945 -3.84786
H6 3.10435 -5.06540 -0.72363
H7 -1.38295 1.86497 -0.14534
H8 1.44532 -0.54605 0.08312
H9 -2.15878 1.44089 -3.17775
H10 6.78444 4.75555 3.61568
H11 1.06322 3.85825 3.64506
H12 1.64579 -5.92418 -0.31846
H13 -3.60879 2.96318 8.59996
H14 -0.76023 -3.50457 3.23035
H15 -1.51031 1.45905 3.57077
H16 6.18521 5.90219 2.28775
H17 -6.22741 -2.34176 -4.81513
H18 -1.61614 5.89108 1.61606
H19 -1.78153 3.14711 8.65885
H20 -1.05788 0.18419 0.34209
H21 -0.42557 -5.22576 -5.78005
H22 -2.70645 -2.17700 -2.47531
H23 6.04487 -0.72326 -2.81615
H24 -5.26007 -6.65081 -2.23844
H25 -6.28527 -2.75545 -3.09238
H26 -2.60044 1.62848 8.18815
H27 -4.16541 -1.73406 -1.51123
H28 -2.22772 4.49410 -0.99989
H29 -4.12150 -7.52340 -1.31211
H30 1.51504 -4.33983 -0.98374
H31 2.47245 0.47040 -0.96340
H32 -0.68344 7.74901 0.29507
H33 2.05940 1.02985 1.79618
H34 2.55148 -1.95547 -3.58338
H35 1.13254 4.76573 2.21195
H36 -2.52918 -1.65203 -0.80597
H37 1.84010 -0.46933 -4.28467
H38 6.64884 6.39315 3.93500
H39 4.75832 -4.00788 1.75291
H40 1.04301 6.08680 0.33524
H41 -3.62492 -7.07487 -2.84143
H42 0.56906 6.00680 -1.41982
H43 1.99369 2.39713 0.63989
H44 -2.16474 -4.90289 -5.45183
H45 -2.07269 3.93302 0.77022
H46 -1.46034 6.93252 -1.10020
H47 2.01975 3.18452 2.33683
H48 -2.70977 1.46035 -4.79171
H49 -0.98029 -5.76153 -4.29295
H50 -2.93344 6.48896 0.69895
H51 4.42382 -1.33181 -2.59499
H52 6.26691 -3.62435 2.46651
H53 0.37640 2.00501 -1.42617
H54 1.36162 -1.00082 -2.65113
H55 -1.50456 3.09930 2.77849
H56 6.11737 -5.10442 1.45698
H57 0.39405 -2.95006 4.54785
H58 -1.90841 -0.06825 -4.19882

## Properties
Max |F| (eV/A): 6.03
HOMO-LUMO gap (Eh): 0.3655
E_HOMO (eV): -9.34
SMILES: COC(=O)OC.COC(=O)OC.COC(=O)OC.COC(=O)OC.COC(=O)OC.COC(=O)OC.COC(=O)OC.C1CCOC1.C1CCOC1
ΔE to the lowest compared entry with this formula, charge and spin (kcal per mole): 0.0
Charge: 0
LUMO level (eV): 0.605

Mulliken population analysis, charges in e, atoms 1 to 8: O -0.483; O -0.622; O -0.369; O -0.303; O -0.569; O -0.381; O -0.269; O -0.315

# 3
A cluster of 10 separate species, H18NO12 in total in a non-equilibrium geometry. Source: the OMol25 dataset; level of theory: ωB97M-V with the def2-TZVPD basis set.

Positions of all 31 atoms, in Å:
O1 -33.39393 -27.41130 -0.56149
O2 -35.15900 -22.66135 1.16840
O3 -32.63008 -28.12540 2.67506
O4 -34.39976 -22.41544 -1.75417
O5 -35.44240 -26.81367 -0.67509
O6 -30.73434 -26.72226 -0.84719
O7 -33.87774 -25.36584 -0.36609
O8 -31.88302 -29.67994 -1.40170
O9 -35.28894 -29.13398 0.81006
O10 -32.53856 -23.72774 1.50578
O11 -37.37374 -27.00720 -2.96319
O12 -36.00872 -25.24701 1.68225
N1 -34.24631 -26.44823 -0.73756
H1 -32.36591 -28.96174 -1.09695
H2 -35.73678 -25.49485 0.79944
H3 -38.23628 -27.09450 -2.54646
H4 -33.22424 -28.42081 1.86470
H5 -34.36180 -22.99819 -0.95492
H6 -33.14379 -23.06475 1.85964
H7 -35.80842 -22.13213 1.68864
H8 -30.28048 -26.43850 -1.69772
H9 -36.25831 -25.92104 2.23098
H10 -33.09331 -24.41612 1.02676
H11 -31.65241 -26.65384 -0.86128
H12 -36.85490 -26.83658 -2.09603
H13 -35.38423 -23.66947 1.38098
H14 -35.04227 -28.31527 0.33362
H15 -30.97511 -29.47699 -1.68949
H16 -35.22876 -22.56030 -2.02287
H17 -35.39691 -28.58143 1.68714
H18 -32.97289 -28.43247 3.54796

## Properties
Max |F| (eV/A): 6.80
HOMO-LUMO gap (Eh): 0.3574
E_HOMO (eV): -7.18
ΔE to the lowest compared entry with this formula, charge and spin (kcal per mole): 82.0
Charge: -1
LUMO level (eV): 2.549

Mulliken population analysis, charges in e, atoms 1 to 8: O -0.797; O -0.646; O -0.635; O -0.625; O -0.866; O -0.654; O -0.551; O -0.634